1.
ORCA calculation (ωB97M-V with the def2-TZVPD basis set) on C11H12N2O in the gas phase in a non-equilibrium geometry.

```
26
Properties=species:S:1:pos:R:3:forces:R:3
C 0.3295 -2.6437 0.8895 -0.97 0.46 2.52
C -0.2615 -1.5528 0.0443 1.17 -0.89 -0.50
C -1.4193 -1.6372 -0.5860 1.64 -1.23 0.17
N -1.8500 -0.6081 -1.4205 -3.98 -0.08 -0.18
C -2.1979 0.3414 -0.4152 0.46 2.91 -1.60
O -3.3335 0.7574 -0.3198 -0.35 -0.42 0.68
N -1.1599 0.9866 0.2170 1.97 -0.57 -0.25
C -1.5140 2.0479 1.1011 -0.28 -0.84 0.93
C 0.2501 0.8828 -0.0543 -1.51 -1.74 -0.63
C 1.1423 1.9405 -0.1614 -1.58 1.21 -0.16
C 2.4589 1.6363 -0.5094 -1.48 1.18 1.20
C 2.8656 0.3606 -0.7336 2.91 -1.13 -0.89
C 1.9633 -0.7005 -0.6441 0.48 -0.63 0.75
C 0.6619 -0.4474 -0.2197 0.66 0.66 -0.67
H 0.9292 -3.3773 0.4071 0.18 -0.70 -0.99
H -0.5290 -3.1828 1.4573 1.75 0.84 -0.64
H 1.1021 -2.1442 1.5679 -1.42 -0.79 -0.24
H -2.0236 -2.4876 -0.4770 -0.87 -1.08 0.15
H -2.8847 -0.8653 -1.7696 3.11 0.72 0.61
H -1.9595 2.7107 0.3877 -1.43 1.17 0.85
H -2.1146 1.5048 1.9306 0.57 2.03 -1.11
H -0.5751 2.5278 1.4247 -0.75 -0.44 0.50
H 0.7113 3.0146 -0.0387 1.30 -1.98 -0.22
H 3.1219 2.4474 -0.3834 1.03 0.63 -0.51
H 4.0181 0.2552 -0.9686 -2.61 -0.29 0.43
H 2.2684 -1.7671 -0.7260 -0.02 1.02 -0.19
```
Positions in Å, forces in eV/Å.

Computed properties:
Electronic energy: -611.05251 hartree
SMILES: CC1=CNC(=O)N(C)c2ccccc21
Gap between HOMO and LUMO: 9.4 eV
HOMO level: -8.58 eV

***

2.
ORCA calculation (ωB97M-V with the def2-TZVPD basis set) on C11H12N2O in the gas phase in a non-equilibrium geometry.

```
26
Properties=species:S:1:pos:R:3:forces:R:3
C 2.0245 -0.7141 -1.1802 -0.84 1.69 1.70
C 2.1105 -0.5726 0.3537 0.20 1.87 -1.20
C 3.2510 -1.0868 1.1165 -0.02 -3.08 -1.73
N 1.2267 0.0431 0.9976 -1.35 1.86 -0.09
C 0.2254 0.8013 0.3189 0.19 1.33 0.38
N 0.3409 2.0072 -0.1034 -0.78 -2.34 0.93
C 0.9235 3.1573 -0.4115 1.83 -0.09 1.40
O 1.2836 4.0572 0.3239 -0.72 -0.03 0.08
C -1.1136 0.1959 0.2572 -2.18 1.06 -1.98
C -2.1717 0.8599 -0.4766 1.65 1.54 -0.22
C -3.4494 0.3419 -0.5235 -1.49 2.14 -3.34
C -3.7103 -0.9108 -0.0456 0.47 -0.56 1.00
C -2.6822 -1.6083 0.5944 -1.34 -2.33 1.03
C -1.4303 -1.0539 0.7148 -0.54 0.10 0.22
H 0.8410 -0.6740 -1.3025 2.84 -0.59 -0.89
H 2.6086 -1.6159 -1.3123 -0.52 -0.41 -1.16
H 2.5824 0.1858 -1.6465 -1.13 -1.48 0.53
H 2.9438 -2.2311 1.0404 1.79 1.77 0.54
H 3.2816 -0.7434 2.0962 -0.60 0.33 1.88
H 4.2431 -0.7809 0.7334 -0.54 -0.83 -0.54
H 1.1910 3.1604 -1.4350 0.04 0.32 -1.76
H -1.9315 1.8208 -1.0674 -0.38 -1.62 1.33
H -4.3045 0.8969 -1.2615 2.51 -1.49 2.45
H -4.7134 -1.2328 -0.1615 -0.62 -0.86 0.13
H -2.8105 -2.6656 1.1326 -0.08 2.46 -1.55
H -0.7601 -1.6375 1.2478 1.58 -0.76 0.89
```
Positions in Å, forces in eV/Å.

Computed properties:
Electronic energy: -611.00672 hartree
SMILES: CC(C)=N/C(=N\C=O)c1ccccc1
Gap between HOMO and LUMO: 9.3 eV
HOMO level: -9.30 eV

***

3.
ORCA calculation (ωB97M-V with the def2-TZVPD basis set) on a gas-phase ion, C11H12NO (charge +1) in a non-equilibrium geometry.

```
25
Properties=species:S:1:pos:R:3:forces:R:3
O -1.5561 -2.2496 -0.1530 -0.39 -1.72 -0.94
C -1.9519 -1.0239 -0.0549 0.76 4.47 1.35
C -3.0897 -0.4199 -0.3657 -2.08 -0.54 -2.35
C -3.0736 1.0943 -0.2406 -0.07 0.29 -2.13
C -1.5583 1.3422 0.1500 -1.09 1.94 0.75
N -0.9756 0.0368 0.4099 0.69 -1.23 -0.28
C 0.3653 -0.0488 0.5750 -1.66 -0.84 -1.50
C 1.1167 1.1735 0.4867 2.30 -1.88 -0.56
C 2.3880 1.3497 -0.0182 -1.71 0.98 1.07
C 3.1727 0.3679 -0.5776 4.25 -0.72 -1.37
C 3.1694 -1.0060 -0.4218 -1.00 3.15 -0.57
C 2.2332 -1.6506 0.3755 0.73 -1.79 0.29
C 0.9871 -1.3459 0.7544 -1.44 0.49 1.80
H -2.2871 -2.5664 -0.7329 0.88 -1.01 0.42
H -3.9077 -0.9541 -1.0325 1.64 1.02 1.89
H -3.4118 1.6093 -1.2866 1.06 -1.21 2.50
H -3.8066 1.4524 0.5122 0.70 -0.12 -0.33
H -0.9036 1.9144 -0.5965 -1.19 -0.82 0.80
H -1.5930 1.9309 1.1176 0.42 -0.51 -1.11
H 0.7665 2.0203 0.9214 -1.67 2.25 1.09
H 2.7709 2.3996 0.0175 -0.31 -1.11 -0.16
H 4.1695 0.7620 -1.0217 -1.93 -0.65 0.36
H 3.9278 -1.5309 -0.9418 0.70 -0.68 0.06
H 2.6394 -2.5906 0.7048 -0.43 -0.68 0.11
H 0.4086 -2.0667 1.4188 0.85 0.93 -1.19
```
Positions in Å, forces in eV/Å.

Computed properties:
Electronic energy: -556.00361 hartree
SMILES: OC1=CCC[N+]1=c1cccccc1
Gap between HOMO and LUMO: 7.5 eV
Total charge: +1
HOMO level: -12.01 eV

***

4.
ORCA calculation (ωB97M-V with the def2-TZVPD basis set) on 2 unconnected molecules or ions with the total composition C11H12NO2 in a non-equilibrium geometry.

```
26
Properties=species:S:1:pos:R:3:forces:R:3
C -1.5942 -0.5656 -4.3832 -1.92 -6.55 2.76
C -1.2082 0.1288 -3.1228 -1.14 -0.29 -2.24
O -0.0534 0.4714 -2.8769 2.46 0.21 0.68
O -2.2473 0.2816 -2.5221 -2.01 1.46 3.63
H -2.7035 -0.9505 -4.1376 2.19 1.36 -1.39
H -1.1127 -1.6220 -4.3771 -0.02 1.52 -0.29
H -1.4396 -0.1712 -5.2850 0.54 1.87 -3.54
C 2.9403 -0.7940 2.3452 0.87 -0.75 3.58
C 1.4854 -1.3975 0.2297 0.58 3.87 2.05
C 1.7211 -0.6837 1.5070 -0.44 -2.38 -2.48
C -0.1672 0.0633 0.4131 1.88 0.37 1.55
C 0.5991 0.1516 1.6831 0.68 0.57 -1.62
C -1.3389 0.7410 0.3488 -5.03 0.10 -1.73
C 0.2712 1.0538 2.7269 -2.07 -0.56 -0.05
C -1.7961 1.6005 1.3549 3.19 -0.86 1.14
C -0.9948 1.6394 2.5417 -0.62 1.25 -0.14
N 0.5070 -0.7491 -0.5042 -0.03 -0.97 -0.10
H 2.0660 -2.1074 -0.2897 0.93 -0.62 -0.23
H 0.6047 -0.6050 -1.6452 -1.36 0.24 3.00
H 2.8798 -1.1712 3.4908 -0.93 0.72 -2.07
H 3.5412 0.1495 2.5855 -0.73 -1.03 -1.22
H -2.2239 0.4334 -0.3547 2.60 0.98 0.28
H 0.7829 1.1650 3.7227 -0.38 -0.44 -1.32
H -2.5334 2.3832 1.2244 -0.62 -0.76 0.00
H -1.5317 2.1844 3.3199 0.80 0.25 0.33
H 3.5464 -1.6296 2.0050 0.58 0.41 -0.58
```
Positions in Å, forces in eV/Å.

Computed properties:
Electronic energy: -631.55438 hartree
Gap between HOMO and LUMO: 7.4 eV
Total charge: -1
HOMO level: -4.03 eV

***

5.
ORCA calculation (ωB97M-V with the def2-TZVPD basis set) on 2 unconnected molecules or ions with the total composition C11H12NO2 in a non-equilibrium geometry.

```
26
Properties=species:S:1:pos:R:3:forces:R:3
C 0.9979 -1.6698 1.5984 0.31 -0.68 0.58
C -0.1166 -0.9196 -0.6027 -0.44 0.19 0.06
C -0.0401 -0.9468 0.8507 -1.52 -0.35 -1.05
C -1.4209 -0.4930 -0.9658 0.88 -0.75 -0.59
C -1.2516 -0.4910 1.2690 0.37 -1.35 0.08
C 0.7922 -1.3131 -1.5807 -0.28 0.07 0.37
C 0.4403 -1.2145 -2.9088 0.45 0.10 -0.66
C -0.8444 -0.8235 -3.2837 -1.03 -0.42 0.91
C -1.8054 -0.5487 -2.3119 0.22 0.49 -0.13
N -2.1331 -0.3156 0.2023 -0.21 0.81 0.14
H 1.7288 -1.7264 -1.2472 0.39 0.15 -0.20
H 1.1796 -1.4002 -3.6840 -0.09 -0.24 0.12
H -1.2671 -0.9028 -4.2790 0.67 0.15 -0.25
H 1.9136 -1.0720 1.5548 0.12 -0.43 0.38
H 1.1294 -2.7297 1.3123 0.35 0.56 -1.19
H -1.6862 -0.6125 2.2455 0.12 0.48 0.34
H -2.7781 0.4524 0.2887 -0.24 -0.01 -0.25
H -2.8060 -0.3827 -2.6952 -0.15 0.20 0.50
H 0.6650 -1.9690 2.5880 0.03 1.17 0.79
C 1.0006 2.9208 2.3348 -0.77 1.02 -1.78
C 1.0564 2.3246 0.8940 0.59 0.38 -0.47
O 1.9103 1.4295 0.6883 -0.22 -0.31 0.28
O 0.3804 2.9460 0.0356 -0.20 -0.38 0.38
H 0.0454 3.4585 2.3955 -0.09 -0.53 0.53
H 1.6814 3.7655 2.1703 0.48 -0.31 0.79
H 1.2281 2.2336 3.1309 0.23 0.00 0.31
```
Positions in Å, forces in eV/Å.

Computed properties:
Electronic energy: -631.63701 hartree
Gap between HOMO and LUMO: 7.4 eV
Total charge: -1
HOMO level: -3.90 eV

***

6.
ORCA calculation (ωB97M-V with the def2-TZVPD basis set) on a molecular structure, C11H12NO2 in a non-equilibrium geometry.

```
26
Properties=species:S:1:pos:R:3:forces:R:3
C -3.1416 0.7616 1.7184 -0.56 -0.52 0.77
C 0.3015 0.2870 0.3251 -0.32 -0.64 -0.06
C -0.5357 0.6260 1.4293 0.42 0.53 -0.24
C -1.8809 0.5462 0.9598 0.02 -0.05 -0.01
C -1.7713 0.1417 -0.3465 -0.09 -0.04 -0.46
C 1.6999 0.2817 0.4865 0.00 0.58 -0.42
C 2.2276 0.5709 1.7289 0.40 -0.23 0.10
C 1.4284 0.9164 2.8316 -0.67 -0.23 -0.84
C 0.0605 1.0373 2.6229 -0.35 -0.33 1.04
N -0.4907 -0.0581 -0.7472 1.35 0.67 -0.34
H 2.3882 0.2219 -0.3632 -0.37 -0.42 0.23
H 3.3055 0.5093 1.8484 -0.03 0.10 0.03
H -0.1118 -0.1547 -2.0615 -0.81 -0.30 0.00
H 1.8615 0.9994 3.8123 0.09 0.42 0.20
H -2.5619 0.0198 -1.0800 -0.02 -0.14 0.17
H -0.6003 1.3769 3.4271 0.27 -0.16 -0.02
H -3.8429 1.4544 1.2550 0.11 0.26 -0.01
H -2.9711 1.0526 2.7579 0.24 0.52 -0.14
H -3.7213 -0.1571 1.8864 0.11 -0.16 -0.41
C 1.7100 -1.6941 -2.8737 0.00 -0.12 0.52
C 0.5511 -1.2471 -3.7473 -0.26 -0.50 -0.15
O -0.1914 -0.3207 -3.2353 0.14 0.40 0.52
O 0.3178 -1.7768 -4.8264 0.32 0.09 0.02
H 2.4715 -2.2765 -3.3789 -0.08 -0.04 -0.32
H 1.3353 -2.2828 -2.0294 -0.16 -0.04 -0.17
H 2.1621 -0.8353 -2.4002 0.27 0.35 0.01
```
Positions in Å, forces in eV/Å.

Computed properties:
Electronic energy: -631.68397 hartree
Gap between HOMO and LUMO: 7.5 eV
Total charge: -1
HOMO level: -3.93 eV

***

7.
ORCA calculation (ωB97M-V with the def2-TZVPD basis set) on 2 unconnected molecules or ions with the total composition C11H12NO2 in a non-equilibrium geometry.

```
26
Properties=species:S:1:pos:R:3:forces:R:3
C 1.5862 1.6678 -2.8862 -0.33 4.14 2.20
C 1.1455 -0.2215 -1.3465 -1.68 -0.96 2.17
C -0.5400 0.5127 0.0843 1.43 3.98 -3.02
C 0.8494 1.0279 -1.7736 -1.66 0.09 -0.73
C -0.3028 1.5496 -0.9931 1.50 -2.36 0.37
C -1.4580 0.8443 1.1008 0.90 -0.17 -1.77
C -2.2996 1.9195 0.9505 -0.75 -0.87 3.33
C -1.1452 2.6476 -1.1002 1.16 -3.68 3.95
C -2.0438 2.7863 -0.0818 -3.48 1.96 -1.58
N 0.3970 -0.4334 -0.1881 -0.81 0.84 0.34
H 0.1539 -1.3024 0.2052 0.47 -2.46 0.62
H 1.6313 -1.1539 -1.6982 0.20 1.33 -0.02
H -1.4802 0.3625 2.0022 -0.16 -1.93 1.87
H 1.8555 1.0016 -3.6505 1.06 -0.74 -0.83
H 2.3764 2.2689 -2.2672 -0.29 -1.30 -1.89
H -3.0761 1.9448 1.9072 1.78 0.81 -3.03
H -1.2535 3.3379 -1.7913 0.40 2.97 -3.69
H -2.8061 3.5057 -0.4480 0.15 0.02 1.26
H 1.0341 2.5451 -3.3355 0.13 -1.09 0.21
C 1.2137 -3.9634 2.4195 1.85 1.02 -1.04
C 0.1201 -3.0411 1.8708 -2.14 -0.49 4.04
O 0.1451 -2.8452 0.6682 -0.06 0.22 -2.24
O -0.7151 -2.5745 2.7447 1.69 -0.62 -1.75
H 0.9593 -4.6026 3.2301 -0.50 -0.22 0.81
H 1.9747 -3.1906 2.7641 -0.48 -1.20 -0.19
H 1.6784 -4.5935 1.6123 -0.38 0.73 0.61
```
Positions in Å, forces in eV/Å.

Computed properties:
Electronic energy: -631.59471 hartree
Gap between HOMO and LUMO: 7.9 eV
Total charge: -1
HOMO level: -4.55 eV

***

8.
ORCA calculation (ωB97M-V with the def2-TZVPD basis set) on 2 unconnected molecules or ions with the total composition C11H12NO2 in a non-equilibrium geometry.

```
26
Properties=species:S:1:pos:R:3:forces:R:3
C 4.3994 0.1297 -0.7215 0.57 -0.81 0.61
C 4.1347 -1.4013 -0.1387 0.38 -0.07 -1.66
O 3.0158 -1.4012 0.4378 -1.19 0.84 0.72
O 4.8447 -2.3524 -0.3425 0.45 0.99 -0.01
H 5.0327 -0.0663 -1.5888 0.04 0.04 0.26
H 4.8989 0.6151 0.0988 0.95 -0.16 0.32
H 3.6860 0.9149 -0.9441 -1.13 -0.84 -0.26
C -2.8075 1.4675 2.2920 -1.67 0.20 0.48
C -0.4404 0.6811 1.8873 1.36 -1.63 -1.00
C -0.4937 -0.0941 -0.2235 -0.98 -1.92 -0.29
C -1.7308 0.8535 1.4364 0.69 0.61 1.97
C -1.8711 0.2802 0.1337 2.58 0.07 -0.64
C -0.2727 -0.7668 -1.4620 -0.43 1.24 1.35
C -1.3109 -0.8060 -2.3704 0.47 -0.05 1.41
C -2.9362 0.0182 -0.7729 2.02 0.51 1.95
C -2.6064 -0.4917 -1.9811 -1.57 0.22 -2.33
N 0.3549 0.0068 0.8927 -3.63 1.88 0.00
H 1.2996 -0.2768 1.0161 0.34 -0.16 -0.26
H 0.0621 0.7455 2.8676 -0.82 0.53 -0.57
H 0.6643 -1.2436 -1.6246 0.72 -0.07 -0.47
H -2.6812 1.4376 3.4140 0.60 0.09 -1.24
H -3.6516 0.7473 2.1664 -0.04 0.96 -0.02
H -1.1332 -1.1466 -3.3458 0.16 -0.64 -1.14
H -3.9087 0.1753 -0.3968 -1.15 0.28 -0.15
H -3.3990 -0.5765 -2.7672 0.66 -0.14 0.88
H -3.1497 2.5508 2.0373 0.63 -1.98 0.12
```
Positions in Å, forces in eV/Å.

Computed properties:
Electronic energy: -631.48883 hartree
<S²>: 0.76
Gap between HOMO and LUMO (spin up / spin down): 8.4 / 4.2 eV
2S+1: 2
HOMO level (spin up / spin down): -7.82 / -7.82 eV

***

9.
ORCA calculation (ωB97M-V with the def2-TZVPD basis set) on C11H12Si in the gas phase in a non-equilibrium geometry.

```
24
Properties=species:S:1:pos:R:3:forces:R:3
C 1.3545 -0.4624 -3.7751 1.80 6.23 0.85
C 0.8367 -0.2298 -2.3926 -1.04 -0.14 -1.16
C 0.3420 -1.3463 -1.7823 0.78 -0.81 0.48
C -0.0543 -1.2955 -0.4996 -0.87 2.29 1.69
C -0.2638 -0.0668 0.1609 -0.53 0.29 0.29
C -0.7223 -0.0135 1.5818 0.47 -3.80 2.62
C -0.9274 -1.1625 2.5943 0.73 8.35 -4.02
C -1.1172 -0.7257 3.9405 1.38 1.87 -0.15
C -0.9631 0.6227 4.1844 -1.95 -0.77 0.53
Si -0.5903 1.5676 2.6120 -1.30 -1.10 -0.67
C -0.0323 1.1137 -0.5743 1.30 -0.80 -1.45
C 0.6153 1.0221 -1.8306 -0.44 -1.00 0.68
H 0.7127 0.0735 -4.4932 0.20 -0.79 -0.10
H 2.3218 0.2094 -3.7430 -1.39 -1.21 -0.64
H 1.6907 -1.3909 -4.0084 0.34 -2.83 -0.71
H 0.4454 -2.2856 -2.2630 0.03 -0.79 -0.43
H -0.2730 -2.0760 0.1454 -0.33 -2.07 0.47
H -0.9592 -2.1467 2.4669 -0.01 -3.98 -1.41
H -1.0903 -1.5803 4.5969 -0.59 0.38 1.04
H -1.2353 1.0675 5.1343 0.46 -0.19 0.22
H -1.4963 2.6053 1.8121 0.97 -0.68 1.37
H 0.7905 1.8869 2.9717 0.39 0.58 -0.55
H -0.2260 2.1213 -0.2907 -0.34 0.42 0.90
H 0.9199 1.8690 -2.4170 -0.05 0.55 0.13
```
Positions in Å, forces in eV/Å.

Computed properties:
Electronic energy: -715.71552 hartree
SMILES: Cc1ccc(C2=CC=C[SiH2]2)cc1
Gap between HOMO and LUMO (spin up / spin down): 7.0 / 7.0 eV
HOMO level (spin up / spin down): -7.42 / -7.42 eV